1.
# C15H21CsN4O9P

A structure of composition C15H21CsN4O9P in a non-equilibrium geometry (the ωB97M-V functional and the def2-TZVPD basis, OMol25).

XYZ file:
```
51
Properties=species:S:1:pos:R:3
Cs 1.28000 0.25364 -1.01140
P 1.31001 1.29715 2.04553
O -0.42722 -3.26396 2.23933
O 0.73882 -2.98777 -4.65241
O 2.14933 0.19871 1.44864
O 0.91683 -1.15654 -3.35446
O 0.33591 2.15088 -2.48164
O -2.47431 1.40205 1.63796
O 3.94091 1.13031 -1.36429
O -0.60940 -1.32709 1.10900
O 0.21021 1.87908 1.17537
N -0.67493 -0.12451 3.24580
N -0.92895 2.21823 -2.16813
N 0.06801 -2.58809 -1.17623
N 3.79859 2.31126 2.34920
C -2.66651 3.16207 -0.87774
C -3.59151 2.33351 -1.48533
C -0.08672 -4.56013 -2.54121
C 3.86735 2.22507 -0.94571
C -0.44636 -2.62394 1.21620
C -1.80535 1.37613 -2.75693
C 2.40408 2.60150 2.66365
C 0.65069 -2.32000 -3.48339
C 0.50317 0.69848 3.55522
C -1.33737 3.09181 -1.21991
C -3.14374 1.43004 -2.42746
C 0.17752 -3.21679 -2.34624
C -0.30834 -3.31428 -0.12766
C -0.48534 -5.30398 -1.43706
C -0.59199 -4.67491 -0.21209
H 1.24898 0.08981 4.07693
H -0.84964 -0.82499 3.95854
H 0.01994 -5.01261 -3.51330
H -0.70021 -6.35720 -1.54072
H 0.24136 1.54482 4.20122
H -3.81642 0.74366 -2.92313
H -1.54468 1.61245 1.40516
H 2.19582 2.69614 3.73521
H 2.09990 3.54417 2.20150
H -1.35461 0.70920 -3.47467
H 1.07231 -2.32641 -5.29179
H -1.50489 0.45307 3.13628
H -0.53906 3.66130 -0.77302
H -0.59750 -0.94259 2.07761
H 4.41391 2.73367 3.03768
H -2.95257 3.84930 -0.09680
H 3.97168 2.47880 0.14341
H -0.87753 -5.19945 0.68549
H 3.94297 1.30883 2.36007
H -4.63256 2.37040 -1.20479
H -2.61061 0.56972 1.18248
```

Calculated values
Gap between HOMO and LUMO (alpha / beta) = 7.39 / 8.27 eV
Total charge = 0
LUMO level (alpha / beta) = -0.13 / -0.13 eV
2S+1 = 2



2.
# C2HBrFN

An isolated molecule of C2HBrFN in a non-equilibrium geometry (the ωB97M-V functional and the def2-TZVPD basis, OMol25).

XYZ file:
```
6
Properties=species:S:1:pos:R:3
Br -1.89715 0.89259 -0.33965
F 0.08340 0.57854 1.35287
N 0.74398 -2.04803 -0.29847
C 0.02438 0.45052 -0.01784
C 0.40487 -0.95396 -0.20130
H 0.64054 1.08033 -0.49561
```

Calculated values
SMILES = N#C[C@H](F)Br
Gap between HOMO and LUMO = 11.15 eV
Total charge = 0
LUMO level = -0.29 eV



3.
# C23H23F3N5O6OsS2

A structure of composition C23H23F3N5O6OsS2 in a non-equilibrium geometry (the ωB97M-V functional and the def2-TZVPD basis, OMol25).

XYZ file:
```
63
Properties=species:S:1:pos:R:3
Os -15.33753 -9.94782 1.63483
S -16.62302 -11.25031 -0.31958
S -12.39305 -11.92808 -1.95651
F -19.29850 -13.15248 5.65009
F -21.02679 -12.32165 4.69739
F -20.19961 -11.31540 6.45744
O -11.46845 -12.93495 -1.56489
O -12.67101 -10.63417 3.00384
O -14.56711 -11.49926 2.57010
O -16.24744 -8.37745 1.14955
O -13.77997 -9.53367 0.50416
O -13.23196 -12.09750 -3.11617
N -13.27825 -11.58218 3.19441
N -13.36294 -11.50714 -0.64514
N -15.57861 -13.20775 -1.72481
N -16.04417 -13.68780 0.48193
N -16.92115 -10.20192 3.03588
C -10.41753 -8.56603 -3.04393
C -16.50221 -17.27443 -0.39757
C -14.50808 -17.02563 0.96806
C -14.76062 -15.68279 1.05699
C -16.78457 -15.90896 -0.30459
C -18.17917 -10.15668 2.59393
C -18.87890 -11.30647 4.54550
C -17.58860 -11.17460 5.07449
C -17.79760 -7.81230 -0.48102
C -15.83427 -15.12093 0.34302
C -15.99059 -12.84121 -0.56244
C -11.87496 -8.11839 -1.15353
C -13.15472 -10.28473 -0.35755
C -10.79150 -9.87771 -3.14961
C -16.65208 -10.57791 4.28121
C -19.16113 -10.70896 3.35317
C -16.06813 -6.13728 0.25523
C -19.88076 -12.05325 5.34289
C -12.16307 -9.49007 -1.17585
C -11.01997 -7.64304 -2.12654
C -16.38558 -7.55688 -0.03272
C -15.39718 -17.82271 0.25291
C -11.61304 -10.35443 -2.14259
H -16.49980 -13.40520 1.35641
H -16.85248 -5.76536 0.89989
H -15.42859 -12.59152 -2.47103
H -9.54975 -8.28886 -3.68965
H -15.35436 -18.91395 0.19315
H -18.21602 -9.70090 1.57853
H -17.18949 -17.99210 -0.81405
H -12.36285 -7.50243 -0.41795
H -15.13256 -5.99617 0.79329
H -20.18523 -10.79354 2.97101
H -15.39291 -14.17456 -2.01678
H -17.69395 -15.55931 -0.81917
H -10.78864 -6.59320 -2.06119
H -17.91831 -7.16260 -1.33881
H -14.13207 -15.04018 1.69332
H -18.07131 -8.84235 -0.69778
H -10.36054 -10.47353 -3.91379
H -16.05876 -5.57365 -0.67308
H -18.55728 -7.44709 0.31130
H -15.63657 -10.38467 4.57792
H -15.63600 -7.86784 -0.80280
H -13.60638 -17.42524 1.40202
H -17.45717 -11.42062 6.08867
```

Calculated values
Gap between HOMO and LUMO (alpha / beta) = 8.18 / 6.70 eV
Total charge = +1
LUMO level (alpha / beta) = -3.51 / -5.19 eV
2S+1 = 5



4.
# C49H59BBrN10O2PdS3

A structure of composition C49H59BBrN10O2PdS3 (the ωB97M-V functional and the def2-TZVPD basis, OMol25).

XYZ file:
```
126
Properties=species:S:1:pos:R:3
Pd 0.20609 -0.14800 0.15655
Br 6.71275 0.82997 -4.95357
S 1.76405 0.57830 1.70944
S -1.12152 4.18517 3.08748
S -1.15309 -1.01874 1.83811
O 3.28331 1.14931 -0.67336
O 1.29681 0.47022 -1.48147
N -1.05858 -2.19207 -3.34298
N -0.62675 -1.50941 -1.16459
N 0.69487 2.37627 3.99165
N 2.22956 -1.52494 3.44915
N 0.71372 -0.11576 4.14952
N -1.55675 0.99000 3.71679
N 1.61866 4.09284 2.99313
N 2.76959 -0.27928 -5.19268
N -3.35746 0.43461 2.58810
N -1.35702 0.00482 -2.74404
C -4.44114 -1.75134 2.23029
C -5.73243 0.35356 1.94397
C 4.44227 0.78067 -3.22808
C -1.61776 1.07103 -1.87472
C 0.78525 -4.88590 -0.53910
C -2.93855 2.07982 -3.76742
C -2.02257 -2.58855 -6.87109
C -2.61978 1.66203 4.25715
C -1.24544 -2.59137 -5.71832
C 3.35983 -2.26406 2.77816
C -2.41037 2.12272 -2.35865
C -1.49961 -4.83398 0.20352
C -1.84336 -2.15636 -4.53274
C 2.62177 3.40331 3.65528
C 3.10750 0.51485 -2.95717
C 1.90212 5.30157 2.16430
C 4.04877 -0.02771 -5.44880
C 2.31627 -0.00432 -3.97346
C -2.17167 3.26031 -0.23810
C -1.13478 1.15126 -0.57889
C -0.48441 -2.87221 -0.75691
C 0.72676 -3.55297 -0.94009
C 1.73506 -1.99332 4.65233
C 1.89468 6.52091 3.08322
C -0.30679 -5.52130 0.03033
C 2.05390 2.35572 4.27126
C -3.73000 1.32080 3.57456
C 2.56109 0.75276 -1.56965
C -3.90907 -1.71217 -5.67331
C 0.42070 3.51691 3.29465
C -2.01635 0.23642 2.69510
C 0.80987 -1.11381 5.08459
C -3.33690 -2.14595 -6.85868
C 2.76895 -3.56557 2.23862
C 0.18922 -3.03931 -5.73932
C 3.27607 5.12009 1.50532
C -1.58684 -3.51092 -0.19247
C 0.87769 5.46702 1.04402
C -1.02642 -1.24450 -2.37563
C 4.91097 0.50394 -4.49766
C 1.91211 -2.89279 -1.58656
C -3.16500 -1.72872 -4.50396
C -4.02426 -0.21422 0.26260
C -1.38346 2.22388 0.24591
C 4.03712 -1.49460 1.64968
C -2.67468 3.19947 -1.52641
C 1.55906 -0.38555 3.14897
C 4.42485 -2.53648 3.84497
C -4.36661 -0.30161 1.74724
B -0.15596 1.15790 4.40115
H -3.57564 1.20847 -3.93878
H 1.69469 -2.58595 -2.61162
H -1.61163 0.12764 -3.71153
H 2.59811 6.39206 3.90750
H -0.11586 5.68215 1.42162
H 0.32966 -3.96550 -5.17366
H 3.40278 -1.35503 0.78151
H 5.07870 1.18558 -2.45310
H 3.52505 -4.09812 1.66091
H -3.61840 -1.42952 -3.56597
H -4.73835 1.65685 3.70722
H 0.51365 -3.23125 -6.75971
H 4.39212 -0.51512 1.96832
H -3.08767 -0.71152 0.02941
H 2.76141 -3.57359 -1.61322
H 5.25835 -3.05817 3.37640
H 4.79962 -1.60060 4.26067
H 1.20939 6.29685 0.41964
H 4.40795 -0.25513 -6.44526
H 4.06750 -3.16393 4.65869
H -4.74151 -1.79014 3.27846
H 0.82815 4.56960 0.42221
H -3.96283 0.82612 -0.06065
H -2.49145 2.34850 5.07229
H 0.85084 -2.28241 -5.31165
H 4.10055 5.22762 2.20914
H -4.93789 -1.37869 -5.65044
H 2.08985 -2.89748 5.10719
H -5.18921 -2.28568 1.64318
H -0.64028 -3.07804 -3.09888
H 2.21361 -1.99182 -1.05274
H -3.91349 -2.14267 -7.77361
H 2.43201 -4.22225 3.04181
H 1.92070 -3.35496 1.58622
H -6.10305 0.24846 2.96297
H -3.53057 2.96771 -3.97670
H 2.50419 1.58794 4.87467
H -5.71832 1.40821 1.66625
H -2.50763 -2.95428 -0.07442
H -6.43925 -0.15496 1.29002
H 1.26901 -0.20766 -3.78309
H 0.89803 6.67756 3.49686
H -0.36921 1.16533 5.58578
H 1.70906 -5.43305 -0.68307
H 0.21542 -1.10495 5.97988
H -0.22866 -6.55755 0.33133
H -4.82497 -0.70245 -0.29590
H 4.90321 -2.08432 1.34727
H -2.12759 2.05229 -4.50127
H 2.18403 7.41043 2.52233
H -2.35851 -5.32708 0.63850
H 3.64869 3.70794 3.62862
H -3.27903 4.01334 -1.90738
H -3.48726 -2.26290 2.11907
H 3.34893 4.14661 1.01718
H 3.40249 5.89284 0.74868
H -1.57808 -2.92491 -7.79931
H -0.98038 2.30367 1.24475
H -2.35698 4.10725 0.40820
```

Calculated values
Gap between HOMO and LUMO = 5.02 eV
Total charge = +1
LUMO level = -4.08 eV



So what do the calculations give for energy above the lowest of the compared OMol25 structures with the same formula, charge and spin? Going down the list: 0.0, 0.0, 10.6, 0.0 kcal per mole.